A | Below is a cluster of 2 separate species, C3H4N2 in total, with properties calculated with wB97M-V/def2-TZVPD.

Element x y z (Å)
N (1.15, 1.41, -0.16)
C (0.38, -1.42, -1.02)
C (-0.29, -1.58, -0.03)
C (-0.77, 0.90, 1.22)
N (0.11, 1.24, 0.50)
H (0.95, 1.19, -1.14)
H (0.96, -1.35, -1.91)
H (-0.85, -1.70, 0.87)
H (-1.65, 1.32, 1.66)

Summary:
Multiplicity ... 1
Net charge ... 0
HOMO ... -8.9 eV

Mulliken population analysis, charges in e, atoms 1 to 4: number 1, N, carries -0.823; number 2, C, carries -0.488; number 3, C, carries -0.340; number 4, C, carries -0.185

---

B | Below is an isolated molecule of C3H4N2, with properties calculated with wB97M-V/def2-TZVPD.

Element x y z (Å)
C (-0.74, 0.92, -0.02)
C (0.73, 0.92, -0.01)
C (0.02, -1.11, 0.01)
N (-1.16, -0.30, 0.02)
N (1.15, -0.29, 0.01)
H (-1.26, 1.86, -0.05)
H (1.30, 1.73, -0.01)
H (-0.13, -1.96, 0.66)
H (0.16, -1.81, -0.82)

Summary:
Multiplicity ... 1
Structure (SMILES) ... C1=NCN=C1
Net charge ... 0
HOMO ... -10.4 eV

Mulliken population analysis, charges in e, atoms 1 to 4: number 1, C, carries 0.005; number 2, C, carries -0.077; number 3, C, carries -0.407; number 4, N, carries -0.491

---

C | Below is an isolated molecule of C3H4N2, with properties calculated with wB97M-V/def2-TZVPD.

Element x y z (Å)
N (-1.14, -0.69, 0.14)
C (-1.13, 0.63, 0.22)
C (0.33, 0.88, 0.03)
C (0.96, -0.46, -0.11)
N (0.08, -1.39, -0.04)
H (-1.96, -1.27, 0.21)
H (0.24, 1.45, -0.92)
H (0.78, 1.58, 0.71)
H (2.00, -0.70, -0.25)

Summary:
Multiplicity ... 1
Net charge ... 0
HOMO ... -8.9 eV

Mulliken population analysis, charges in e, atoms 1 to 4: number 1, N, carries 0.155; number 2, C, carries -0.421; number 3, C, carries -0.299; number 4, C, carries -0.076

---

B is preferred energetically. Next in line: 0.0455 hartree higher.

---

A | Below is an isolated molecule of C3H4N2, with properties calculated with wB97M-V/def2-TZVPD.

Element x y z (Å)
C (-1.08, -0.03, -0.03)
C (0.19, 0.01, 0.49)
C (1.29, -0.66, -0.13)
H (0.07, -0.19, 1.55)
H (1.13, -0.99, -1.09)
H (2.00, -1.20, 0.40)
H (1.68, 1.31, 0.66)
N (-2.32, 0.02, -0.16)
N (1.28, 0.72, -0.34)

Summary:
Multiplicity ... 1
Structure (SMILES) ... N#C[C@H]1CN1
Net charge ... 0
HOMO ... -10.5 eV

Mulliken population analysis, charges in e, atoms 1 to 4: number 1, C, carries 0.110; number 2, C, carries -0.044; number 3, C, carries -0.245; number 4, H, carries 0.309

---

B | Below is an isolated molecule of C3H4N2, with properties calculated with wB97M-V/def2-TZVPD.

Element x y z (Å)
C (0.69, -0.33, 0.65)
C (-0.30, 0.55, 1.05)
N (-1.11, 0.88, 0.00)
C (-0.66, 0.19, -1.02)
N (0.38, -0.61, -0.66)
H (1.45, -0.75, 1.28)
H (-0.41, 1.00, 2.02)
H (-1.07, 0.15, -2.01)
H (1.02, -1.09, -1.30)

Summary:
Multiplicity ... 1
Structure (SMILES) ... c1c[nH]cn1
Net charge ... 0
HOMO ... -8.9 eV

Mulliken population analysis, charges in e, atoms 1 to 4: number 1, C, carries -0.342; number 2, C, carries -0.210; number 3, N, carries -0.547; number 4, C, carries -0.130

---

C | Below is an isolated molecule of C3H4N2, with properties calculated with wB97M-V/def2-TZVPD.

Element x y z (Å)
N (-0.38, -0.67, 1.20)
C (-1.01, -0.28, 0.16)
C (-0.30, 0.38, -0.92)
N (0.98, 0.46, -0.75)
C (2.02, 0.14, -0.21)
H (-1.01, -1.15, 1.85)
H (-2.09, -0.43, 0.00)
H (-0.76, 0.76, -1.82)
H (2.55, 0.78, 0.49)

Summary:
Multiplicity ... 1
Net charge ... 0
HOMO ... -8.2 eV

Mulliken population analysis, charges in e, atoms 1 to 4: number 1, N, carries -0.599; number 2, C, carries 0.121; number 3, C, carries -0.486; number 4, N, carries -0.027

---

B is preferred energetically. Next in line: 0.1064 hartree higher.

---

A | Below is an isolated molecule of C3H4N2, with properties calculated with wB97M-V/def2-TZVPD.

Element x y z (Å)
C (0.20, 0.72, -0.02)
C (1.02, -0.54, -0.08)
C (-1.19, 0.05, -0.09)
H (0.41, 1.18, 0.98)
H (0.41, 1.50, -0.78)
H (2.16, -0.63, 0.02)
H (-2.18, 0.48, 0.00)
N (0.29, -1.55, -0.03)
N (-1.11, -1.21, 0.00)

Summary:
Multiplicity ... 1
Structure (SMILES) ... C1=NN=CC1
Net charge ... 0
HOMO ... -10.2 eV

Mulliken population analysis, charges in e, atoms 1 to 4: number 1, C, carries -0.215; number 2, C, carries -0.146; number 3, C, carries -0.192; number 4, H, carries 0.230

---

B | Below is an isolated molecule of C3H4N2, with properties calculated with wB97M-V/def2-TZVPD.

Element x y z (Å)
C (0.77, -0.26, 0.90)
C (0.82, -0.25, -0.51)
C (-1.16, 0.35, 0.28)
H (1.59, -0.35, 1.62)
H (1.55, -0.79, -1.08)
H (-0.68, 0.21, -1.85)
H (-2.08, 0.78, 0.18)
N (-0.35, 0.22, -0.87)
N (-0.45, 0.10, 1.33)

Summary:
Multiplicity ... 1
Structure (SMILES) ... c1c[nH]cn1
Net charge ... 0
HOMO ... -8.5 eV

Mulliken population analysis, charges in e, atoms 1 to 4: number 1, C, carries -0.262; number 2, C, carries -0.287; number 3, C, carries -0.194; number 4, H, carries 0.367

---

B is preferred energetically. Next in line: 0.0462 hartree higher.

---

A | Below is a structure of composition C3H6O3, with properties calculated with wB97M-V/def2-TZVPD.

Element x y z (Å)
O (1.20, -0.56, -0.78)
C (0.20, 0.25, -1.32)
C (-0.54, 0.37, -0.05)
O (-0.72, -1.58, 0.50)
C (0.28, 0.90, 1.07)
O (0.14, 0.57, 2.22)
H (0.36, -1.58, -0.07)
H (-0.39, -0.23, -2.12)
H (0.58, 1.22, -1.70)
H (-1.61, 0.38, 0.04)
H (-0.54, -1.39, 1.45)
H (1.04, 1.64, 0.77)

Summary:
Multiplicity ... 1
Net charge ... 0
HOMO (alpha / beta) ... -9.6 / -9.6 eV

Mulliken population analysis, charges in e, atoms 1 to 4: number 1, O, carries -0.739; number 2, C, carries -0.338; number 3, C, carries -0.144; number 4, O, carries -0.673

---

B | Below is a cluster of 2 separate species, C3H6O3 in total, with properties calculated with wB97M-V/def2-TZVPD.

Element x y z (Å)
O (-1.73, 0.30, 0.25)
C (-1.62, 1.19, 1.05)
C (-0.32, 1.86, 1.45)
H (-2.52, 1.79, 1.27)
H (0.46, 1.64, 0.74)
H (-0.03, 1.50, 2.44)
H (-0.47, 2.93, 1.55)
O (1.88, -3.33, -1.38)
C (1.63, -2.22, -1.75)
O (0.42, -1.67, -1.90)
H (2.45, -1.67, -2.25)
H (-0.15, -2.32, -1.47)

Summary:
Multiplicity ... 1
Structure (SMILES) ... CC=O.O=CO
Net charge ... 0
HOMO ... -10.0 eV

Mulliken population analysis, charges in e, atoms 1 to 4: number 1, O, carries -0.447; number 2, C, carries 0.166; number 3, C, carries -0.807; number 4, H, carries 0.289

---

B is preferred energetically. Next in line: 0.1295 hartree higher.

---

A | Below is a cluster of 2 separate species, C3H6O3 in total, with properties calculated with wB97M-V/def2-TZVPD.

Element x y z (Å)
C (-1.69, -1.65, 0.68)
C (-1.76, -0.89, -0.45)
O (-1.18, 0.49, -0.35)
H (-2.03, -2.68, 0.71)
H (-1.30, -1.08, 1.55)
H (-2.00, -1.17, -1.56)
H (-1.75, 1.04, -0.96)
O (2.39, 2.23, 0.97)
C (2.50, 1.55, -0.02)
O (2.21, 0.25, -0.08)
H (3.21, 1.90, -0.86)
H (1.39, 0.00, 0.38)

Summary:
Multiplicity ... 1
Structure (SMILES) ... C=CO.O=CO
Net charge ... 0
HOMO ... -9.8 eV

Mulliken population analysis, charges in e, atoms 1 to 4: number 1, C, carries -0.654; number 2, C, carries 0.090; number 3, O, carries -0.482; number 4, H, carries 0.262

---

B | Below is a cluster of 3 separate species, C3H6O3 in total, with properties calculated with wB97M-V/def2-TZVPD.

Element x y z (Å)
C (-1.80, 0.91, -1.29)
C (-1.35, 1.44, -0.22)
C (0.92, -0.13, 3.31)
O (1.09, -0.74, -0.19)
O (1.52, -1.13, 2.98)
O (-0.85, 1.65, 0.83)
H (-1.19, 0.14, -1.81)
H (-2.70, 1.30, -1.54)
H (0.95, 0.17, 4.35)
H (0.16, 0.29, 2.68)
H (1.37, 0.15, 0.08)
H (0.63, -0.94, 0.65)

Summary:
Multiplicity ... 1
Structure (SMILES) ... C=C=O.C=O.O
Net charge ... 0
HOMO ... -9.7 eV

Mulliken population analysis, charges in e, atoms 1 to 4: number 1, C, carries -0.870; number 2, C, carries 0.706; number 3, C, carries 0.009; number 4, O, carries -0.621

---

C | Below is a structure of composition C3H6O3, with properties calculated with wB97M-V/def2-TZVPD.

Element x y z (Å)
O (2.47, 0.37, -0.26)
C (1.17, -0.70, 0.37)
C (0.02, 0.19, 0.20)
O (0.21, 1.32, -0.20)
C (-1.38, -0.24, 0.56)
O (-2.31, 0.67, 0.09)
H (2.15, 1.25, -0.60)
H (1.06, -1.41, 1.24)
H (1.43, -1.34, -0.45)
H (-1.40, -0.33, 1.66)
H (-1.61, -1.24, 0.16)
H (-1.81, 1.46, -0.16)

Summary:
Multiplicity ... 1
Net charge ... 0
HOMO ... -10.6 eV

Mulliken population analysis, charges in e, atoms 1 to 4: number 1, O, carries -0.607; number 2, C, carries -0.363; number 3, C, carries 0.781; number 4, O, carries -0.671

---

D | Below is an isolated molecule of C3H6O3, with properties calculated with wB97M-V/def2-TZVPD.

Element x y z (Å)
O (-0.77, 0.76, -0.58)
C (-1.09, -0.37, 0.22)
C (0.27, -1.00, 0.52)
O (1.02, -0.63, -0.62)
C (0.65, 0.68, -0.86)
O (1.15, 1.60, 0.05)
H (0.26, 1.80, 0.40)
H (-1.73, -1.02, -0.38)
H (-1.64, -0.08, 1.13)
H (0.25, -2.09, 0.58)
H (0.73, -0.58, 1.43)
H (0.90, 0.92, -1.90)

Summary:
Multiplicity ... 1
Structure (SMILES) ... OC1OCCO1
Net charge ... 0
HOMO ... -10.5 eV

Mulliken population analysis, charges in e, atoms 1 to 4: number 1, O, carries -0.492; number 2, C, carries -0.318; number 3, C, carries -0.407; number 4, O, carries -0.378

---

D is preferred energetically. Next in line: 0.0323 hartree higher.

---

A | Below is an isolated molecule of C3H6O3, with properties calculated with wB97M-V/def2-TZVPD.

Element x y z (Å)
C (-0.22, 0.04, -1.16)
C (0.74, 0.38, -0.05)
C (0.30, -0.18, 1.27)
H (-1.73, 1.36, -0.98)
H (-0.14, -1.08, -1.45)
H (0.06, 0.71, -2.04)
H (1.72, -0.13, -0.20)
H (1.00, 1.45, 0.02)
H (-0.52, -1.73, 1.91)
O (-1.53, 0.32, -0.75)
O (-0.15, -1.47, 1.03)
O (0.47, 0.32, 2.41)

Summary:
Multiplicity ... 1
Structure (SMILES) ... O=C(O)CCO
Net charge ... 0
HOMO ... -10.4 eV

Mulliken population analysis, charges in e, atoms 1 to 4: number 1, C, carries -0.370; number 2, C, carries -0.426; number 3, C, carries 0.537; number 4, H, carries 0.340

---

B | Below is an isolated molecule of C3H6O3, with properties calculated with wB97M-V/def2-TZVPD.

Element x y z (Å)
O (1.84, 1.20, -0.51)
C (1.04, -1.07, 0.64)
C (0.16, -0.17, 0.24)
O (0.43, 1.00, -0.42)
C (-1.34, -0.27, 0.47)
O (-2.07, 0.90, 0.17)
H (1.93, 1.30, -1.47)
H (0.69, -1.94, 1.19)
H (2.10, -0.98, 0.43)
H (-1.51, -0.59, 1.51)
H (-1.75, -1.04, -0.18)
H (-1.58, 1.65, 0.54)

Summary:
Multiplicity ... 1
Structure (SMILES) ... C=C(CO)OO
Net charge ... 0
HOMO ... -9.1 eV

Mulliken population analysis, charges in e, atoms 1 to 4: number 1, O, carries -0.374; number 2, C, carries -0.891; number 3, C, carries 0.612; number 4, O, carries -0.186

---

A is preferred energetically. Next in line: 0.1210 hartree higher.